[1]
The molecule C3H7ClNOPS. Source: the OMol25 dataset; level of theory: the ωB97M-V functional and the def2-TZVPD basis.

Values from the calculation:
Structure (SMILES): C[C@@H]1CN[P@](=S)(Cl)O1
Energy relative to the best compared isomer or geometry (same formula, charge and spin) (kJ/mol): 0.0

Positions of all 15 atoms, in Å:
1 C 1.35321 1.01156 0.73957
2 C 0.65162 -0.39068 0.65986
3 C 0.40780 -0.86935 -0.73842
4 N -0.82751 -0.23717 -1.26171
5 P -1.80476 0.11975 0.09587
6 S -3.42293 -0.85503 -0.00623
7 Cl -1.91063 1.99977 0.18340
8 O -0.69336 -0.25354 1.16078
9 H 1.15489 1.90798 0.19540
10 H 2.44114 0.91581 0.51990
11 H 1.23437 1.29302 1.75746
12 H 1.16807 -1.25556 1.14807
13 H 1.16373 -0.79185 -1.50920
14 H 0.30189 -1.97848 -0.74752
15 H -1.21753 -0.61622 -2.19724

Atomic forces in eV per Å
C 1.861 -1.782 0.706
C 0.129 1.299 -1.613
C -0.804 -1.889 -2.531
N -0.036 -0.173 -0.531
P 0.880 -3.896 -2.685
S -0.823 0.008 0.640
Cl -0.471 3.438 0.324
O 0.176 -0.382 1.345
H -1.453 -0.050 -1.100
H -0.517 -0.413 0.480
H 0.262 0.366 1.091
H -0.325 1.390 0.374
H 0.805 0.856 0.331
H -0.392 0.362 0.484
H 0.708 0.866 2.686

***

[2]
A structure of composition C19H25F2O18Zn. Source: the OMol25 dataset; level of theory: the ωB97M-V functional and the def2-TZVPD basis.

Values from the calculation:
Net charge: +1
Energy relative to the best compared isomer or geometry (same formula, charge and spin) (kJ/mol): 89.3

Positions of all 65 atoms, in Å:
1 Zn 0.15316 1.27086 -0.48981
2 O 1.94096 4.71425 -0.53335
3 C 1.35270 3.52952 -0.52041
4 O 1.44248 2.75449 0.47024
5 O 0.68855 3.03629 -1.47091
6 H 2.31025 4.82737 0.35295
7 C 5.42613 -1.49630 1.74586
8 C 4.87120 -1.21085 0.35671
9 C 4.21590 -2.38112 -0.36253
10 O 2.84764 -1.99500 -0.50988
11 C 2.67818 -0.76425 -0.04999
12 O 1.70307 -0.09175 -0.22681
13 O 3.79239 -0.27970 0.51437
14 H 5.94791 -0.65313 2.19213
15 H 6.22225 -2.24573 1.67594
16 H 4.65623 -1.96577 2.35503
17 H 5.65008 -0.82828 -0.30424
18 H 4.26785 -3.27669 0.25840
19 H 4.66944 -2.59322 -1.32766
20 C 2.57735 -1.22875 4.18481
21 C 1.18570 -0.67122 4.22385
22 C 1.14999 0.77459 4.71921
23 O 0.54055 1.51883 3.68354
24 C 0.19830 0.67665 2.68474
25 O -0.45925 0.99868 1.74109
26 O 0.73720 -0.52079 2.87799
27 H 3.27452 -0.55634 3.68645
28 H 2.57862 -2.23873 3.76746
29 H 3.02272 -1.41053 5.16740
30 H 0.51681 -1.30529 4.80538
31 H 2.12248 1.16959 5.01326
32 H 0.56745 0.79284 5.64354
33 C -5.42542 -1.33562 0.28793
34 C -4.04518 -1.94257 0.17898
35 C -3.69140 -2.38266 -1.23424
36 O -2.34768 -1.90579 -1.41968
37 C -2.02913 -1.08229 -0.41888
38 O -1.00099 -0.47957 -0.31396
39 O -3.06906 -0.91246 0.41283
40 H -5.83999 -0.65455 -0.45265
41 H -5.48846 -0.79643 1.23747
42 H -6.16662 -2.13037 0.41148
43 H -3.91126 -2.78637 0.85549
44 H -4.28277 -1.87411 -1.99423
45 H -3.74427 -3.46579 -1.31320
46 C 1.64959 -1.64719 -4.63112
47 C 1.55959 -0.36343 -5.45709
48 O 1.24593 0.58367 -4.49671
49 C 0.73403 -0.03538 -3.40552
50 O 0.28609 0.50806 -2.44496
51 O 0.76337 -1.35973 -3.55131
52 F 0.61636 -0.50336 -6.42695
53 H 2.62738 -1.75694 -4.15507
54 H 1.36054 -2.53811 -5.18057
55 H 2.52972 -0.17132 -5.91668
56 C -4.85524 4.00339 -0.72239
57 C -5.35105 2.56859 -0.58338
58 O -4.16514 1.84991 -0.31384
59 C -3.08543 2.59735 -0.65477
60 O -1.94976 2.23574 -0.59941
61 O -3.48132 3.77752 -1.07659
62 F -5.94141 2.23287 -1.77270
63 H -4.99964 4.55689 0.20582
64 H -5.27122 4.53678 -1.57039
65 H -6.07894 2.32268 0.19153

Atomic forces in eV per Å
Zn 0.134 1.133 0.495
O -0.164 0.221 -0.263
C -1.021 -2.919 0.177
O 0.774 0.460 1.793
O -0.056 1.550 -1.546
H 0.068 0.018 -0.055
C 0.696 -1.008 -0.694
C 0.597 0.024 0.646
C 0.139 -0.706 0.741
O -0.210 -0.347 -0.254
C 0.703 1.230 -0.469
O 0.023 -0.750 0.425
O -0.228 0.087 -0.343
H -0.598 0.292 0.116
H -0.076 -0.105 -0.239
H -0.043 0.418 0.269
H -0.156 0.616 0.201
H -0.169 -0.098 -0.155
H -0.236 0.081 -0.109
C 0.638 -0.865 0.521
C 1.081 0.588 0.117
C -0.064 -0.331 1.482
O -0.453 -0.203 -0.098
C 0.411 1.001 0.198
O 0.104 0.168 0.042
O -0.633 -0.962 -0.401
H -0.187 -0.084 -0.356
H 0.013 0.210 -0.483
H -0.411 0.347 0.272
H -0.187 -0.062 -0.335
H 0.121 0.121 -0.596
H -0.333 0.423 -0.230
C -0.916 -0.382 1.532
C -0.616 0.869 -1.230
C -0.007 0.150 -0.162
O 0.587 -0.495 0.280
C -0.901 0.725 -0.090
O -0.077 -0.652 -0.370
O 0.577 -0.503 0.475
H 0.793 -0.108 -0.537
H 0.129 0.008 0.022
H 0.080 -0.109 -0.178
H 0.082 0.324 0.381
H -0.217 -0.239 0.028
H 0.202 0.060 -0.387
C 0.118 0.195 0.141
C 1.365 -1.734 -0.101
O -0.394 0.619 0.169
C -0.614 -0.271 0.167
O 0.056 0.201 -0.916
O -0.155 -0.147 0.172
F -0.205 0.522 0.240
H 0.152 -0.124 -0.491
H -0.153 0.045 0.134
H -0.286 0.584 -0.158
C 0.030 -0.384 -0.227
C -0.312 0.533 0.059
O -0.456 -0.480 -0.206
C 0.274 -0.228 -0.133
O -0.301 -0.295 0.026
O 0.160 1.241 0.450
F 0.397 -0.744 -0.119
H 0.512 0.121 -0.038
H -0.400 -0.098 0.145
H 0.221 0.249 0.051

***

[3]
A structure of composition C15H40BeBr3ClFKN7O6P. Source: the OMol25 dataset; level of theory: the ωB97M-V functional and the def2-TZVPD basis.

Positions of all 76 atoms, in Å:
1 Cl -0.43168 4.58550 1.23562
2 N -0.98191 6.19980 1.24198
3 C -0.18899 7.32276 1.11336
4 N -0.95160 8.42368 1.19740
5 N -2.17069 7.91043 1.35356
6 C -2.29778 6.59972 1.37288
7 H 0.89432 7.42935 0.96198
8 H -3.07427 8.47976 1.42141
9 H -3.22738 6.01122 1.46710
10 C 3.01199 3.81278 -1.73164
11 C 2.11276 4.77346 -2.48385
12 O 0.74435 4.37883 -2.29390
13 O 2.79745 2.48017 -2.18610
14 H 4.06286 4.06552 -1.87492
15 H 2.76497 3.83569 -0.62251
16 H 2.31958 4.72465 -3.55780
17 H 2.24030 5.80278 -2.14216
18 H 0.50729 4.56233 -1.37167
19 H 1.84595 2.40308 -2.36058
20 F -4.45001 7.87481 0.88998
21 Be 2.50706 3.04326 0.80912
22 Br 2.20838 1.67976 3.07833
23 O 0.16963 -1.02151 -0.33117
24 P 1.12760 -2.16575 0.02184
25 N 2.17023 -1.88097 -1.31689
26 C 2.76499 -2.83693 -2.22023
27 C 3.08467 -0.77113 -1.10989
28 N -0.06802 -3.39781 -0.26489
29 C -0.43791 -3.76725 -1.62202
30 C -1.29092 -3.18319 0.51379
31 N 2.23994 -3.42282 0.64052
32 C 2.13073 -4.84339 0.35979
33 C 2.43705 -3.25136 2.09467
34 H 3.61781 -3.36987 -1.77654
35 H 3.13066 -2.33136 -3.11995
36 H 2.04968 -3.56949 -2.58600
37 H 3.94838 -1.07391 -0.49777
38 H 2.58360 0.05437 -0.59354
39 H 3.44868 -0.37306 -2.05874
40 H -0.60242 -2.89281 -2.26619
41 H -1.34690 -4.37260 -1.63183
42 H 0.32115 -4.40733 -2.07514
43 H -1.94930 -2.43198 0.06125
44 H -1.04829 -2.84990 1.52652
45 H -1.84832 -4.11788 0.61146
46 H 1.25546 -5.30453 0.82390
47 H 3.01537 -5.35832 0.74598
48 H 2.11282 -5.05636 -0.70890
49 H 1.54318 -3.54007 2.65752
50 H 2.65861 -2.20109 2.32161
51 H 3.28496 -3.84069 2.44967
52 Br -2.26632 0.11826 3.42782
53 C -4.00193 -0.29287 2.63690
54 C -4.71659 -1.35150 3.42676
55 Br -3.96531 -3.11039 3.05699
56 H -3.82253 -0.57564 1.60204
57 H -4.55990 0.65187 2.66108
58 H -5.76209 -1.41827 3.13139
59 H -4.65804 -1.19453 4.50031
60 O -6.17711 1.98240 2.67657
61 H -5.99948 2.37285 1.81415
62 C 4.26503 -6.22517 3.94201
63 O 3.65079 -6.26869 2.76822
64 H 4.46445 -5.20915 4.36162
65 H 3.74522 -6.71008 4.79619
66 H 5.27391 -6.68422 3.99780
67 K 1.15585 3.71477 -4.20939
68 O -2.34104 1.82501 -3.49028
69 C -2.73365 0.67151 -3.35062
70 N -2.18308 -0.15170 -2.42650
71 C -3.84339 0.08374 -4.18110
72 H -2.47786 -1.10067 -2.28268
73 H -1.43659 0.21410 -1.85312
74 H -3.55799 0.11900 -5.23229
75 H -4.74897 0.67063 -4.03019
76 H -4.04949 -0.95154 -3.91016

Atomic forces in eV per Å
Cl -0.137 0.507 -0.021
N -0.088 -0.111 -0.160
C -0.501 1.749 0.111
N 1.196 -2.843 -0.083
N -1.687 0.730 0.636
C 1.657 0.578 -0.080
H -0.724 -0.763 0.195
H -0.881 -0.790 -0.832
H 0.685 0.580 -0.108
C 0.175 -0.145 -1.201
C 1.423 1.702 2.612
O -0.096 1.115 2.449
O -0.163 0.599 -0.383
H 0.010 -0.081 0.138
H 0.226 0.666 -0.802
H 2.163 2.361 2.444
H 0.175 -0.044 -0.035
H -0.156 -0.063 -0.063
H 0.213 -0.617 0.879
F 0.420 0.355 0.404
Be -0.567 -1.921 3.361
Br 0.236 1.098 -1.912
O 1.340 1.408 3.317
P -1.991 -3.186 -6.334
N 0.131 0.914 -1.107
C 0.207 -0.655 0.350
C -0.225 0.179 0.507
N -0.698 -0.950 -0.332
C 0.373 0.076 -0.172
C 0.315 0.103 0.352
N 0.931 1.814 3.272
C -0.813 -0.486 -0.479
C 0.427 0.310 0.097
H 0.033 -0.074 -0.018
H -0.017 0.241 0.170
H -0.048 -0.038 0.204
H 0.119 0.081 -0.097
H -0.037 -0.103 0.029
H 0.024 -0.125 -0.098
H -0.022 -0.003 -0.131
H -0.058 0.125 0.261
H 0.065 0.125 -0.072
H -0.003 0.078 0.090
H -0.095 0.071 -0.041
H 0.109 -0.038 -0.095
H 0.037 -0.029 -0.011
H 0.085 0.441 0.266
H -0.212 0.224 -0.035
H 0.098 -0.108 0.126
H -0.108 0.026 -0.040
H -0.129 -0.162 -0.125
Br 0.067 -0.039 -0.158
C 0.111 0.303 0.132
C -0.175 -0.039 -0.177
Br 0.031 -0.162 0.100
H 0.006 -0.089 0.091
H -0.300 0.084 0.122
H 0.066 0.111 -0.046
H 0.065 0.022 -0.083
O 0.310 -0.323 0.104
H -0.057 0.136 -0.160
C 0.807 -0.865 0.901
O -0.064 0.281 0.024
H -0.270 0.360 -0.245
H -0.603 0.175 -0.144
H 0.141 0.110 -0.533
K -3.949 -4.996 -7.441
O 0.206 0.083 -0.217
C 0.228 -0.255 0.418
N 0.066 0.373 -0.194
C -0.044 -0.152 0.057
H -0.013 0.043 0.001
H -0.013 -0.253 0.148
H -0.076 0.100 0.023
H 0.060 0.041 -0.098
H -0.018 0.038 -0.028

***

For reference, orbital gap by record: 0.34558 0.33709 0.04795 Ha.
For reference, highest occupied orbital energy by record: -8.69 -10.92 -6.57 eV.
For reference, E_tot by record: -39409.86486 -110813.95781 -290282.81544 eV.